A 9-piece molecular cluster, C36H64NO14S overall, computed with ωB97M-V/def2-TZVPD.

* strongest force on any atom: 2.2 eV/A
* orbital gap: 0.227 Ha
* E: -79352.172 eV
* net charge: +1
* spin multiplicity: 1

Positions of all 116 atoms, in Å:
O1 3.5135 3.9517 3.2461
C1 2.5753 3.6721 2.5488
O2 2.0132 2.4363 2.5512
C2 0.6231 2.4641 2.1759
C3 0.4511 2.0897 0.6834
C4 0.2171 3.2784 -0.2919
C5 -1.2564 3.4023 -0.7798
N1 -2.2508 3.3014 0.3382
C6 -3.1017 2.2528 0.3199
C7 -4.0219 2.0723 1.3026
C8 -4.0484 2.9825 2.3479
C9 -5.0184 2.8104 3.5010
O3 -4.7251 3.3048 4.5609
O4 -6.1679 2.0990 3.3398
C10 -3.1887 4.0497 2.3419
C11 -2.2914 4.2152 1.3164
C12 -1.3647 5.4265 1.2981
S1 -2.1387 6.9129 1.9991
O5 -3.2657 7.1983 1.1691
O6 -1.1221 7.9137 2.0285
H1 2.1825 4.4559 1.8644
H2 0.1944 3.4333 2.4538
H3 0.1466 1.6902 2.7861
H4 -0.3457 1.3405 0.6066
H5 1.3900 1.6140 0.3850
H6 0.5778 4.2447 0.0709
H7 0.7880 3.0576 -1.2017
H8 -1.3976 2.5571 -1.4659
H9 -1.4379 4.3175 -1.3517
H10 -3.0823 1.5258 -0.5102
H11 -4.7055 1.2328 1.2525
H12 -5.9386 1.1607 3.4582
H13 -3.2798 4.7429 3.1683
H14 -0.4125 5.2530 1.8049
H15 -1.1856 5.6806 0.2479
H16 -2.5275 6.6610 3.2857
C13 -1.0769 13.1110 0.4070
C14 -1.6030 11.7426 0.0484
O7 -1.9743 11.4833 -1.0726
C15 -1.6465 10.7094 1.1477
H17 -1.1019 13.7495 -0.4737
H18 -1.6993 13.5583 1.1837
H19 -0.0463 13.0346 0.7573
H20 -2.2946 11.0527 1.9563
H21 -0.6412 10.5273 1.5290
H22 -2.0437 9.7813 0.7505
C16 -3.8428 1.7600 -4.4765
C17 -3.0138 0.7054 -3.7934
O8 -2.4559 0.9161 -2.7296
C18 -2.8848 -0.6318 -4.4620
H23 -3.8428 2.6698 -3.8775
H24 -3.4226 1.9854 -5.4573
H25 -4.8705 1.4115 -4.5861
H26 -2.4151 -0.5163 -5.4400
H27 -3.8651 -1.0979 -4.5737
H28 -2.2570 -1.2741 -3.8480
C19 -3.1824 1.0492 6.5756
C20 -3.6972 -0.2960 6.1384
O9 -4.0743 -0.4782 4.9970
C21 -3.7277 -1.3969 7.1638
H29 -3.2261 1.7280 5.7275
H30 -3.8056 1.4457 7.3782
H31 -2.1480 0.9697 6.9135
H32 -4.3726 -1.1123 7.9963
H33 -2.7186 -1.5945 7.5284
H34 -4.1208 -2.3041 6.7094
C22 0.9373 -3.2480 -5.4678
C23 0.3380 -3.5197 -4.1150
O10 -0.8296 -3.2839 -3.8774
C24 1.2473 -4.0959 -3.0632
H35 0.1742 -2.8343 -6.1260
H36 1.7516 -2.5277 -5.3763
H37 1.3115 -4.1768 -5.8992
H38 2.0730 -3.4095 -2.8701
H39 1.6366 -5.0602 -3.3934
H40 0.6883 -4.2351 -2.1416
C25 -2.0580 -4.8904 1.5812
C26 -1.1521 -4.8680 0.3738
O11 0.0178 -4.5736 0.4700
C27 -1.7683 -5.2165 -0.9538
H41 -1.4876 -4.6171 2.4671
H42 -2.8709 -4.1741 1.4510
H43 -2.4669 -5.8918 1.7220
H44 -2.5620 -4.5046 -1.1855
H45 -2.1706 -6.2307 -0.9293
H46 -1.0114 -5.1593 -1.7283
C28 3.4744 -7.8902 -4.5841
C29 3.9570 -6.7151 -5.3980
O12 3.3409 -5.6703 -5.4235
C30 5.2320 -6.8987 -6.1723
H47 2.5481 -7.6244 -4.0768
H48 3.2852 -8.7432 -5.2370
H49 4.2226 -8.1562 -3.8357
H50 5.1171 -7.7102 -6.8931
H51 6.0530 -7.1239 -5.4879
H52 5.4625 -5.9809 -6.7104
C31 2.8019 -1.9898 4.3877
C32 1.9969 -1.6838 3.1493
O13 2.0275 -0.5877 2.6317
C33 1.1513 -2.7939 2.5803
H53 3.3595 -1.1035 4.6847
H54 2.1364 -2.2770 5.2033
H55 3.5068 -2.7971 4.1841
H56 0.4114 -3.1139 3.3165
H57 1.7797 -3.6375 2.2967
H58 0.6334 -2.4345 1.6956
C34 8.4292 -5.8063 -2.7280
C35 8.0011 -7.2195 -3.0335
O14 7.6870 -7.5553 -4.1535
C36 7.9811 -8.1970 -1.8855
H59 8.3975 -5.2141 -3.6405
H60 7.7529 -5.3619 -1.9959
H61 9.4490 -5.8012 -2.3405
H62 7.2856 -7.8555 -1.1170
H63 8.9815 -8.2949 -1.4616
H64 7.6560 -9.1710 -2.2460

Forces on atoms 1 to 6 (eV/Å):
O -0.71 -0.44 -0.64
C 1.46 0.27 0.97
O -0.46 1.28 -0.09
C 0.13 -0.92 -0.41
C 0.17 0.77 0.25
C -0.53 -0.29 -0.30

A 12-piece molecular cluster, C36H64O36 overall, computed with ωB97M-V/def2-TZVPD.

* strongest force on any atom: 2.6 eV/A
* SMILES: COC(=O)OC.COC(=O)OC.COC(=O)OC.COC(=O)OC.COC(=O)OC.COC(=O)OC.COC(=O)OC.COC(=O)OC.O=C1OCCO1.O=C1OCCO1.O=C1OCCO1.O=C1OCCO1
* orbital gap: 0.372 Ha
* energy relative to the best compared isomer or geometry (same formula, charge and spin): 0.0 kcal per mole
* E: -112078.576 eV
* spin multiplicity: 1

Positions of all 136 atoms, in Å:
C1 1.8812 -2.1019 -4.9231
C2 1.8441 -3.1337 -3.8348
O1 0.5916 -2.8200 -3.2131
C3 -0.2036 -2.1794 -4.1225
O2 -1.3595 -1.9775 -3.9667
O3 0.5174 -1.8820 -5.2200
H1 2.3685 -2.3845 -5.8567
H2 2.4197 -1.2224 -4.5477
H3 2.7439 -3.0947 -3.2286
H4 1.7630 -4.1297 -4.2814
C4 3.4323 -0.0205 -1.4209
C5 4.3814 0.1634 -0.2447
O4 4.6540 -1.2161 0.1484
C6 4.1791 -2.0326 -0.8174
O5 4.3606 -3.2118 -0.8242
O6 3.4424 -1.3807 -1.7065
H5 3.5540 0.5835 -2.3184
H6 2.4652 0.2931 -1.0057
H7 3.9457 0.7413 0.5642
H8 5.3084 0.6558 -0.5497
C7 3.0523 3.6340 -1.4684
C8 1.7071 3.8480 -0.7744
O7 2.0935 4.4643 0.4442
C9 3.3562 4.9488 0.3330
O8 3.9301 5.4797 1.2289
O9 3.8267 4.6884 -0.9023
H9 3.0553 3.7742 -2.5456
H10 3.5237 2.6631 -1.3176
H11 1.0241 2.9999 -0.7395
H12 1.0925 4.5921 -1.2972
C10 -2.0572 0.9679 -0.1817
C11 -2.2885 -0.0037 -1.3493
O10 -1.3547 -1.0408 -1.0384
C12 -0.4136 -0.5607 -0.2304
O11 0.5006 -1.1554 0.2423
O12 -0.6895 0.7318 0.0957
H13 -2.6956 0.7655 0.6771
H14 -2.2509 1.9591 -0.5768
H15 -2.0519 0.3834 -2.3422
H16 -3.3035 -0.3978 -1.3659
C13 -0.9717 0.8956 -6.1257
O13 -0.6523 0.9731 -4.7456
C14 0.6298 1.0475 -4.3879
O14 1.0711 1.0386 -3.2572
O15 1.4264 1.3076 -5.4104
C15 2.7164 1.8374 -5.2248
H17 -0.8510 1.8191 -6.6951
H18 -2.0431 0.6988 -6.1874
H19 -0.4652 0.0521 -6.5893
H20 3.2196 1.9895 -6.1735
H21 3.2768 1.1624 -4.5757
H22 2.7062 2.7978 -4.7099
C16 -6.6917 5.0211 4.7269
O16 -6.5815 4.7469 3.3148
C17 -6.5657 3.4709 2.9670
O17 -6.6865 2.5836 3.7717
O18 -6.1957 3.3559 1.6999
C18 -6.1094 2.0014 1.2508
H23 -6.4065 6.0659 4.7576
H24 -6.1362 4.3140 5.3366
H25 -7.7355 4.8838 5.0135
H26 -5.3248 1.5369 1.8508
H27 -5.7867 2.0569 0.2119
H28 -7.0485 1.4544 1.3076
C19 2.5522 -1.8876 2.8725
O19 3.3457 -2.9272 3.4061
C20 4.6302 -2.6810 3.5894
O20 5.1889 -1.6441 3.3525
O21 5.2155 -3.8044 3.9859
C21 6.4646 -3.6927 4.6163
H29 2.8881 -1.5946 1.8759
H30 2.6337 -0.9732 3.4658
H31 1.5400 -2.2760 2.8232
H32 6.9075 -4.6806 4.6944
H33 6.3979 -3.1502 5.5632
H34 7.2221 -3.0952 4.0946
C22 -6.0865 0.8271 -2.6979
O22 -5.4452 2.0968 -2.7387
C23 -4.5230 2.3021 -3.6707
O23 -4.3403 1.5999 -4.6320
O24 -3.8594 3.3903 -3.3683
C24 -2.8436 3.8131 -4.2716
H35 -7.1463 1.0251 -2.8562
H36 -6.0366 0.2779 -1.7572
H37 -5.7091 0.1755 -3.4833
H38 -2.2845 4.6735 -3.9269
H39 -3.1652 4.0214 -5.2885
H40 -2.1137 3.0033 -4.2311
C25 -2.0443 -6.9346 4.3239
O25 -2.6118 -5.7916 3.7283
C26 -1.7316 -4.9435 3.1872
O26 -0.5456 -5.0706 3.2271
O27 -2.4404 -3.9627 2.6467
C27 -1.7018 -2.8656 2.0896
H41 -1.4335 -7.6051 3.7206
H42 -2.7992 -7.5099 4.8555
H43 -1.3690 -6.6334 5.1335
H44 -2.3079 -2.5240 1.2557
H45 -0.6998 -3.1348 1.7645
H46 -1.6343 -2.1164 2.8787
C28 -1.7607 5.3487 -1.2292
O28 -1.6552 4.2879 -0.2882
C29 -2.2470 4.5000 0.8766
O29 -2.5958 5.5276 1.3730
O30 -2.2870 3.3103 1.5438
C30 -2.5391 3.3930 2.9235
H47 -2.8080 5.6600 -1.1849
H48 -1.7032 5.0947 -2.2806
H49 -1.0367 6.1432 -1.0638
H50 -2.0235 2.6507 3.5374
H51 -3.5861 3.1693 3.1495
H52 -2.2966 4.3455 3.3908
C31 0.8504 2.1167 2.6672
O31 2.1396 2.0768 2.0832
C32 3.1613 2.2270 2.9406
O32 3.0783 2.3596 4.1286
O33 4.2963 2.2256 2.2397
C33 5.5112 2.2630 3.0190
H53 0.8910 1.5371 3.5901
H54 0.1466 1.5499 2.0554
H55 0.3682 3.0872 2.7767
H56 6.2791 2.2143 2.2507
H57 5.5197 1.3265 3.5782
H58 5.5782 3.1506 3.6400
C34 0.5376 -9.2021 1.2735
O34 0.2463 -7.8437 1.0644
C35 1.1736 -7.0953 0.4553
O35 2.1522 -7.5494 -0.0739
O36 0.7644 -5.8560 0.4780
C36 1.5119 -4.8108 -0.1109
H59 0.7957 -9.7776 0.3820
H60 -0.3528 -9.6462 1.7113
H61 1.3854 -9.3458 1.9471
H62 1.2360 -3.8309 0.2705
H63 1.4586 -4.9052 -1.1948
H64 2.5561 -4.9116 0.2030

Forces on atoms 1 to 6 (eV/Å):
C 1.30 0.15 -0.57
C -0.06 -0.73 -1.11
O 0.04 0.27 0.20
C 0.43 -0.95 0.91
O -0.24 0.28 -0.18
O -0.31 0.82 -0.11

- Which formula does entry 2 have?
  C36H64O36

- Look up the orbital gap of the second one.
  0.372 Ha

- Which value of E does entry 1 give?
  -79352.172 eV

- Among the records above, which one has the highest E?
  C36H64NO14S